<P>
The following is a DFT calculation (ωB97M-V/def2-TZVPD) of one molecule with the formula C3HClO.

Element x y z (Å)
C -1.046 -0.675 -1.098
C -0.370 -0.313 -0.115
C 0.561 0.390 0.972
O 0.943 0.142 2.058
Cl 1.515 1.473 0.006
H -1.603 -1.018 -1.823

LUMO: -0.416 eV
frontier orbital gap: 10.47 eV

<Q>
The following is a DFT calculation (ωB97M-V/def2-TZVPD) of a 2-piece molecular cluster, C3HClO overall.

Element x y z (Å)
C -0.730 0.202 0.112
C 1.441 0.287 -0.364
C -0.676 -1.043 0.370
O -0.660 -2.236 0.435
Cl 1.909 1.774 -0.770
H -1.284 1.016 0.216

LUMO: -1.481 eV
frontier orbital gap: 7.64 eV

<R>
The following is a DFT calculation (ωB97M-V/def2-TZVPD) of one molecule with the formula C3HClO.

Element x y z (Å)
O -0.604 -2.031 0.231
C -0.229 -0.932 0.198
C -0.339 0.464 0.627
C 0.458 0.076 -0.479
Cl 1.405 0.991 -1.494
H -0.692 1.433 0.916

LUMO: 0.291 eV
frontier orbital gap: 10.40 eV

Ranked by calculated energy, most stable first: <P>, <R>, <Q>.